Entry 1:
Molecular formula: C54H111N9O15
Method: DFT, ωB97M-V with the def2-TZVPD basis set

max |F|: 0.0912 Eh/bohr
SMILES: O=C1C=CC(=O)C=C1.O=C1C=CC(=O)C=C1.O=C1C=CC(=O)C=C1.COC[C@H](C)N.COC[C@H](C)N.COC[C@H](C)N.COC[C@H](C)N.COC[C@H](C)N.COC[C@H](C)N.COC[C@H](C)N.COC[C@H](C)N.COC[C@H](C)N
E_LUMO: -0.0554 Eh
Kohn-Sham gap: 7.39 eV
ΔE to the lowest compared entry with this formula, charge and spin: 0.0 kcal/mol
E_tot: -3745.1351 Eh

Geometry (Å):
O (-2.4083, 3.9546, -2.6203)
C (-2.4196, 4.8468, -1.8049)
C (-3.4163, 4.9770, -0.7444)
C (-3.2652, 5.8232, 0.2802)
C (-2.1896, 6.8319, 0.2431)
O (-2.2438, 7.8158, 0.9680)
C (-1.0856, 6.7943, -0.7851)
C (-1.2887, 5.9143, -1.7681)
H (-4.3261, 4.3534, -0.7718)
H (-3.8885, 5.8452, 1.1072)
H (-0.2362, 7.4507, -0.7815)
H (-0.7017, 5.8557, -2.6668)
O (-5.3622, 5.1666, 4.9413)
C (-4.1934, 5.3103, 4.7299)
C (-3.1687, 4.2537, 5.0281)
C (-1.8507, 4.4377, 4.8548)
C (-1.3895, 5.7185, 4.2071)
O (-0.1908, 5.9104, 4.0861)
C (-2.3669, 6.7140, 3.8258)
C (-3.6400, 6.4583, 4.0665)
H (-3.5944, 3.4453, 5.6153)
H (-1.1226, 3.6407, 5.1404)
H (-2.1149, 7.5981, 3.2828)
H (-4.5226, 7.2112, 3.8404)
O (7.1245, -5.3372, -0.3335)
C (5.9344, -5.0975, -0.6259)
C (5.2420, -5.8313, -1.6792)
C (3.9817, -5.5826, -1.9371)
C (3.2501, -4.4847, -1.2601)
O (2.1830, -4.0991, -1.7247)
C (3.9022, -3.7820, -0.1565)
C (5.1805, -4.0640, 0.1574)
H (5.8035, -6.5709, -2.1867)
H (3.2754, -6.0884, -2.5458)
H (3.3315, -3.1130, 0.4347)
H (5.7621, -3.6389, 0.9350)
C (4.8853, 0.9947, -1.2378)
O (4.5226, -0.0163, -2.1753)
C (5.4799, -1.0752, -2.3552)
C (5.1791, -1.8808, -3.5494)
C (6.3861, -2.7584, -3.6702)
N (5.0760, -1.0480, -4.7027)
H (5.6732, 1.6822, -1.5013)
H (5.1793, 0.5988, -0.2711)
H (3.9403, 1.5336, -1.2213)
H (6.5371, -0.5584, -2.5116)
H (5.4120, -1.5436, -1.3628)
H (4.3035, -2.5489, -3.3387)
H (6.1692, -3.6136, -4.2881)
H (6.7747, -3.1985, -2.7285)
H (7.1047, -2.1136, -4.1918)
H (5.8595, -1.1494, -5.3859)
H (4.8407, -0.1136, -4.4877)
C (-4.3114, -4.2387, 0.2562)
O (-2.8920, -4.4731, 0.5591)
C (-2.3461, -5.5079, -0.2487)
C (-0.8291, -5.5908, 0.0253)
C (-0.1547, -6.9152, -0.4870)
N (-0.5681, -5.4360, 1.5085)
H (-4.4496, -4.1219, -0.8286)
H (-4.6397, -3.2934, 0.7369)
H (-4.9195, -5.0696, 0.5932)
H (-2.7941, -6.4399, 0.0797)
H (-2.6016, -5.4709, -1.2849)
H (-0.2710, -4.7902, -0.4992)
H (-0.6585, -7.8131, -0.0729)
H (0.9095, -6.9236, -0.1971)
H (-0.0675, -7.0165, -1.5912)
H (-1.1353, -4.6645, 1.7564)
H (-1.0450, -6.2361, 1.9658)
C (3.7037, 1.5246, 6.5462)
O (2.6051, 0.6570, 6.4806)
C (1.5629, 1.3615, 5.7830)
C (0.3734, 0.4516, 5.6137)
C (0.8597, -0.7708, 4.8154)
N (-0.8059, 1.2357, 5.1719)
H (4.3371, 1.6196, 5.6659)
H (4.3052, 1.1413, 7.3668)
H (3.3552, 2.5480, 6.8001)
H (1.2200, 2.2749, 6.3791)
H (1.9412, 1.7721, 4.8899)
H (0.0611, 0.0693, 6.6059)
H (1.3973, -0.4867, 3.9278)
H (0.0553, -1.5124, 4.4956)
H (1.5944, -1.3090, 5.4224)
H (-1.1621, 0.8450, 4.3030)
H (-1.5004, 1.1798, 5.9721)
C (-0.9842, 1.9878, -6.4372)
O (-0.1672, 0.9249, -6.1605)
C (0.2144, 0.9281, -4.8164)
C (1.2409, -0.0290, -4.2940)
C (0.8835, -1.5109, -4.3801)
N (1.3360, 0.3838, -2.8771)
H (-0.5100, 2.9029, -6.0794)
H (-1.9422, 1.8283, -5.9959)
H (-1.1713, 2.0889, -7.5316)
H (0.6741, 1.9289, -4.6365)
H (-0.7012, 1.0235, -4.2364)
H (2.1207, 0.2650, -4.9023)
H (1.7366, -2.1921, -4.4449)
H (0.2809, -1.5924, -5.2342)
H (0.2311, -1.8030, -3.5034)
H (1.7757, 1.3095, -2.7442)
H (2.0847, -0.2094, -2.5344)
C (-6.2089, 4.1170, 1.6376)
O (-4.9529, 3.5731, 2.0234)
C (-4.7579, 2.2390, 1.5501)
C (-4.2858, 1.2395, 2.6109)
C (-3.8605, -0.0640, 1.9347)
N (-5.1914, 0.9194, 3.6927)
H (-6.3599, 4.1148, 0.5872)
H (-6.3016, 5.1234, 2.0116)
H (-6.9721, 3.4229, 1.9747)
H (-5.5935, 1.7632, 1.0886)
H (-3.9930, 2.2092, 0.7415)
H (-3.3947, 1.7077, 3.0753)
H (-3.0007, 0.0785, 1.2007)
H (-4.6209, -0.5344, 1.3701)
H (-3.4182, -0.7424, 2.6227)
H (-5.1959, 1.6668, 4.3906)
H (-6.1367, 0.6094, 3.3883)
C (0.7166, -8.0406, 5.2108)
O (1.7299, -8.2642, 4.3232)
C (2.1288, -7.1963, 3.5191)
C (2.5688, -7.5969, 2.1235)
C (3.8191, -8.4077, 2.2599)
N (2.7026, -6.4042, 1.3078)
H (0.7792, -8.7768, 6.0229)
H (-0.2348, -8.2260, 4.6907)
H (0.7230, -7.0450, 5.7283)
H (1.2235, -6.5723, 3.3826)
H (2.8399, -6.5805, 3.9779)
H (1.8004, -8.1742, 1.6925)
H (3.7780, -9.2231, 3.0760)
H (4.6071, -7.7206, 2.5330)
H (4.1149, -8.8134, 1.3039)
H (1.8040, -5.8908, 1.2538)
H (3.4075, -5.7586, 1.6898)
C (-6.8494, 1.9126, -3.9354)
O (-6.3100, 2.0330, -2.6903)
C (-5.9997, 0.8323, -2.0218)
C (-4.7371, 0.0942, -2.5562)
C (-4.5126, -1.1712, -1.7848)
N (-3.5610, 0.9655, -2.3664)
H (-7.7623, 1.2518, -3.8728)
H (-6.1801, 1.4842, -4.6907)
H (-7.1396, 2.8930, -4.2521)
H (-5.9049, 1.1471, -0.9638)
H (-6.8643, 0.1341, -2.0437)
H (-4.9524, -0.2357, -3.5846)
H (-5.3758, -1.8722, -1.7637)
H (-4.2534, -0.9222, -0.7227)
H (-3.7049, -1.7922, -2.1408)
H (-2.7574, 0.5205, -2.8642)
H (-3.6462, 1.9476, -2.6137)
C (0.8184, -1.4633, 0.8003)
O (0.9786, -0.1017, 1.2227)
C (0.0979, 0.6787, 0.4061)
C (0.5161, 2.1283, 0.5186)
C (0.3685, 2.5115, 1.9829)
N (-0.3545, 3.0061, -0.3003)
H (-0.2371, -1.7524, 0.7921)
H (1.2750, -2.0806, 1.5196)
H (1.2379, -1.6571, -0.1890)
H (0.2177, 0.3106, -0.6406)
H (-0.9635, 0.5633, 0.6433)
H (1.5472, 2.2812, 0.2134)
H (-0.5567, 2.0546, 2.3534)
H (0.4089, 3.5988, 2.0402)
H (1.2330, 2.1418, 2.6106)
H (-1.3122, 2.7716, -0.1437)
H (-0.1678, 2.9978, -1.2849)
C (2.9972, 3.6209, -5.9209)
O (2.5679, 3.4951, -4.5801)
C (2.8275, 4.7578, -4.0086)
C (2.1827, 4.8659, -2.6318)
C (2.2644, 6.3130, -2.1340)
N (2.8375, 3.9077, -1.7367)
H (2.7554, 2.7478, -6.4903)
H (4.0550, 3.8151, -5.9682)
H (2.4017, 4.3866, -6.4618)
H (3.8960, 4.9635, -3.8816)
H (2.4220, 5.5361, -4.6511)
H (1.1217, 4.6087, -2.7859)
H (3.2872, 6.6452, -1.7779)
H (1.6746, 6.4319, -1.1983)
H (1.8051, 7.0208, -2.8461)
H (3.8442, 4.1218, -1.8989)
H (2.6587, 4.1350, -0.7764)


Entry 2:
Molecular formula: C46H66IN7O3P2S4Zr
Method: DFT, ωB97M-V with the def2-TZVPD basis set

charge: +2
max |F|: 0.0416 Eh/bohr
E_LUMO: -0.1909 Eh
Kohn-Sham gap: 4.31 eV
E_tot: -5021.3799 Eh

Geometry (Å):
Zr (0.1301, 0.1873, -0.2589)
N (-2.2298, -0.0408, -0.3678)
C (-2.6867, -1.3195, 0.2151)
C (-4.1484, -1.1943, 0.6628)
C (-4.8488, -2.3492, 1.3776)
C (-4.8701, -3.7024, 0.6628)
N (-3.6765, -4.5174, 0.9160)
C (-3.3902, -5.0442, 2.1027)
N (-2.1914, -5.5867, 2.3193)
N (-4.3151, -5.1160, 3.0571)
C (-1.6666, -1.7186, 1.2787)
O (-1.8523, -2.6263, 2.0605)
O (-0.5637, -1.0335, 1.1898)
H (-2.4760, 0.6916, 0.3233)
H (-2.7390, 0.1640, -1.2232)
H (-2.5792, -2.0941, -0.5611)
H (-4.7193, -0.9347, -0.2357)
H (-4.2127, -0.3239, 1.3225)
H (-5.8867, -2.0307, 1.5017)
H (-4.4377, -2.4724, 2.3793)
H (-4.9581, -3.5876, -0.4182)
H (-5.7406, -4.2941, 0.9529)
H (-2.9140, -4.4593, 0.2635)
H (-1.4197, -5.2971, 1.7413)
H (-1.9445, -5.8935, 3.2450)
H (-5.2283, -4.7167, 2.9344)
H (-4.0866, -5.4632, 3.9728)
S (-0.2505, 2.0655, 1.2675)
S (-0.7464, 4.8187, 2.7454)
S (-2.5003, 3.8467, 2.7311)
S (-1.9790, 1.7142, 2.3081)
I (2.1149, -2.5858, 0.0662)
C (3.8246, -2.7810, 1.2556)
C (4.5527, -3.8822, 0.8848)
C (5.6958, -4.2726, 1.6059)
C (6.0454, -3.5502, 2.7004)
C (5.3063, -2.4107, 3.1028)
C (5.7396, -1.7445, 4.2742)
C (5.0840, -0.6444, 4.7263)
C (3.9988, -0.1586, 3.9863)
C (3.5341, -0.7432, 2.8295)
P (2.1609, 0.3197, 2.1189)
C (1.0796, 0.2975, 3.5813)
C (0.5899, -0.9562, 3.9456)
C (-0.2428, -1.0875, 5.0430)
C (-0.5874, 0.0270, 5.7954)
C (-0.0993, 1.2740, 5.4404)
C (0.7299, 1.4116, 4.3360)
C (3.1194, 1.8844, 1.9892)
C (4.4511, 1.7643, 1.5575)
C (5.2265, 2.8793, 1.2841)
C (4.6979, 4.1504, 1.4597)
C (3.3928, 4.2853, 1.9016)
C (2.6032, 3.1706, 2.1529)
C (4.1666, -1.9467, 2.3675)
H (4.2437, -4.4736, 0.0353)
H (6.2621, -5.1395, 1.2962)
H (6.9040, -3.8308, 3.2962)
H (6.5982, -2.1380, 4.8010)
H (5.3942, -0.1351, 5.6269)
H (3.5141, 0.7398, 4.3497)
H (0.8566, -1.8355, 3.3695)
H (-0.6208, -2.0652, 5.3126)
H (-1.2351, -0.0772, 6.6547)
H (-0.3683, 2.1533, 6.0087)
H (1.0653, 2.4041, 4.0807)
H (4.9150, 0.7848, 1.4882)
H (6.2512, 2.7536, 0.9612)
H (5.3051, 5.0244, 1.2716)
H (2.9654, 5.2666, 2.0552)
H (1.5829, 3.3463, 2.4588)
N (3.3011, 0.5985, -1.1117)
C (4.1485, 0.3996, -2.1184)
C (3.3973, 0.3052, -3.2826)
C (2.0898, 0.4930, -2.8601)
N (2.0211, 0.6792, -1.5311)
H (3.5309, 0.8805, -0.1605)
H (5.2087, 0.3504, -1.9471)
H (3.7576, 0.1562, -4.2820)
H (1.1920, 0.5571, -3.4500)
O (-0.1987, -1.3552, -1.7717)
C (-0.1058, -1.9204, -2.8881)
C (-0.4595, -1.2771, -4.1904)
C (-1.7546, -1.9994, -4.6706)
C (-2.6070, -2.6567, -3.5622)
C (-2.1510, -4.0555, -3.0949)
C (-0.8877, -4.0681, -2.2303)
N (0.1202, -3.2547, -2.9330)
H (0.3459, -1.4047, -4.9170)
H (-0.6130, -0.2109, -4.0424)
H (-1.4958, -2.7582, -5.4112)
H (-2.3592, -1.2576, -5.1923)
H (-3.6240, -2.7521, -3.9433)
H (-2.6728, -1.9753, -2.7065)
H (-1.9650, -4.6704, -3.9795)
H (-2.9629, -4.5531, -2.5571)
H (-0.4971, -5.0731, -2.0795)
H (-1.0317, -3.6162, -1.2459)
H (0.2853, -3.5975, -3.8714)
C (-2.4135, 3.6343, -4.2871)
C (-1.7537, 2.4218, -3.6208)
C (-2.8124, 1.3163, -3.5301)
P (-0.8723, 2.6899, -1.9982)
C (0.7166, 3.5399, -2.4588)
C (0.6909, 4.6403, -3.5225)
C (1.4403, 4.0033, -1.1918)
C (-1.8614, 3.9037, -1.0093)
C (-3.3084, 3.4239, -0.8474)
C (-1.8491, 5.3748, -1.4304)
H (-2.7940, 3.3413, -5.2674)
H (-1.7430, 4.4741, -4.4308)
H (-3.2641, 3.9795, -3.7035)
H (-0.9480, 2.0616, -4.2786)
H (-3.6505, 1.6262, -2.9045)
H (-2.4162, 0.3813, -3.1285)
H (-3.2138, 1.1002, -4.5219)
H (1.3212, 2.7407, -2.8912)
H (0.0902, 5.5004, -3.2434)
H (0.3406, 4.2707, -4.4842)
H (1.7133, 4.9928, -3.6709)
H (0.9057, 4.7965, -0.6706)
H (2.4276, 4.3857, -1.4550)
H (1.5817, 3.1971, -0.4665)
H (-1.3959, 3.8638, -0.0201)
H (-3.8912, 3.5655, -1.7570)
H (-3.7741, 4.0014, -0.0517)
H (-3.3821, 2.3767, -0.5519)
H (-2.2367, 5.5478, -2.4316)
H (-0.8628, 5.8232, -1.3550)
H (-2.4875, 5.9115, -0.7261)


Entry 3:
Molecular formula: H6O2S
Method: DFT, ωB97M-V with the def2-TZVPD basis set

max |F|: 0.0093 Eh/bohr
SMILES: O.O.S
E_LUMO: 0.0279 Eh
Kohn-Sham gap: 10.93 eV
ΔE to the lowest compared entry with this formula, charge and spin: 7.4 kcal/mol
E_tot: -552.2424 Eh

Geometry (Å):
O (-7.6836, -1.5243, -0.5600)
H (-7.3662, -1.0742, -1.3533)
H (-7.0165, -1.2749, 0.0904)
O (0.9467, 0.5310, 1.7874)
H (0.8201, -0.2443, 2.3574)
H (1.5808, 0.2359, 1.1249)
S (3.7416, 0.4983, -0.7340)
H (2.4250, 0.6833, -0.8623)
H (3.9849, 1.7883, -0.4772)